(1)
Density functional theory data (ωB97M-V/def2-TZVPD) for C25H43NbO21P as an isolated structure.

The geometry in XYZ format:
```
91
Properties=species:S:1:pos:R:3:forces:R:3
C 2.5318 4.7506 3.4100 0.2 0.3 0.0
C 3.0366 4.7484 1.9684 -0.8 -0.1 -0.2
P 1.7131 4.2198 0.7317 0.3 -0.2 1.0
Nb 1.4101 1.6723 0.8540 0.3 0.6 -0.6
C 0.2294 5.1289 1.4057 0.2 0.4 -0.1
C -0.8196 5.4230 0.3355 0.0 0.0 0.3
H 3.3821 4.7842 4.0958 0.0 -0.1 0.1
H 1.9348 3.8626 3.6087 0.1 -0.1 0.1
H 1.9331 5.6361 3.6261 -0.1 0.0 0.0
H 3.3772 5.7458 1.6834 0.3 0.0 0.0
H 3.8304 4.0156 1.8640 0.2 0.1 -0.1
H 2.8997 1.2939 -0.1496 -0.3 -0.6 -0.5
H 0.4065 1.5390 -0.7111 -0.2 -0.1 -0.1
H -0.2369 1.8231 1.7085 -0.3 -0.3 -0.3
H 2.3325 1.7368 2.4593 0.0 -0.1 0.1
H 1.3327 -0.1235 1.1952 0.2 0.3 0.6
H 0.6143 6.0746 1.7990 0.0 0.1 -0.1
H -0.2142 4.6103 2.2534 0.0 -0.1 0.0
H -0.3580 5.7089 -0.6085 0.1 0.0 -0.1
H -1.4499 6.2563 0.6542 -0.2 -0.1 0.0
H -1.4418 4.5449 0.1692 0.0 0.0 -0.1
C -4.2340 -0.7478 0.3476 0.0 0.0 -0.1
C -3.1843 -0.2639 -0.6329 0.0 0.1 -0.1
O -1.9871 -0.3017 0.1447 -0.1 -0.2 0.1
C -2.1567 -1.1849 1.1434 -0.1 0.1 -0.1
O -1.3152 -1.5878 1.8773 0.1 -0.2 0.0
O -3.4601 -1.5844 1.2138 -0.1 0.0 0.0
H -5.0438 -1.3281 -0.0878 0.2 0.1 0.0
H -4.6587 0.0690 0.9352 0.0 0.0 0.0
H -3.0669 -0.9373 -1.4851 0.0 0.0 0.0
H -3.3592 0.7452 -0.9956 0.1 0.1 0.1
C -0.7068 -4.1643 3.3209 0.0 0.1 0.0
C -1.4194 -5.1436 2.4151 0.0 0.1 -0.1
O -0.8436 -6.3991 2.8011 0.0 0.0 0.0
C -0.3666 -6.2758 4.0646 0.0 0.1 0.0
O 0.0115 -7.1883 4.7281 0.0 -0.1 0.0
O -0.3957 -4.9902 4.4617 0.0 0.0 -0.1
H -1.3181 -3.3176 3.6083 0.0 0.0 0.1
H 0.2213 -3.7943 2.8880 0.0 0.0 0.0
H -2.4950 -5.1804 2.6048 0.0 0.0 0.0
H -1.2482 -4.9550 1.3596 0.1 -0.1 0.0
C 4.5358 5.0857 -3.0420 0.0 0.1 0.1
C 6.0285 4.8745 -2.8817 0.0 0.1 -0.3
O 6.1298 4.3757 -1.5478 0.0 0.0 0.0
C 4.9331 3.8181 -1.2137 -0.1 0.0 -0.1
O 4.7500 3.1633 -0.2456 0.2 0.0 0.1
O 4.0025 4.1047 -2.1528 0.0 0.0 0.0
H 4.1803 4.9061 -4.0534 -0.1 -0.1 0.0
H 4.2085 6.0760 -2.7171 0.0 0.0 0.1
H 6.4165 4.1223 -3.5653 0.0 0.0 0.0
H 6.6131 5.7850 -2.9869 0.0 0.0 0.1
C 8.5135 1.2833 -0.5775 -0.1 -0.1 0.1
C 8.0372 0.2090 -1.5348 0.0 -0.1 0.2
O 7.6318 0.9871 -2.6746 0.0 0.0 0.1
C 8.3095 2.1571 -2.6469 0.0 0.0 -0.1
O 8.3396 2.9366 -3.5492 0.0 0.0 0.0
O 8.9544 2.3127 -1.4784 0.0 0.0 0.1
H 9.3378 0.9651 0.0544 0.1 0.1 -0.1
H 7.7081 1.6757 0.0443 0.0 0.0 -0.1
H 8.8379 -0.4650 -1.8451 0.0 0.1 0.0
H 7.2066 -0.3785 -1.1538 -0.1 0.1 -0.1
C -6.5413 -4.0610 3.4706 0.0 -0.1 0.1
C -6.9950 -5.1370 2.5013 0.0 -0.1 0.1
O -7.4302 -4.3612 1.3749 0.0 0.0 0.0
C -6.7938 -3.1677 1.4176 0.1 0.0 0.0
O -6.8004 -2.3683 0.5344 -0.4 -0.1 0.0
O -6.1507 -3.0070 2.5846 0.0 0.0 0.1
H -5.7026 -4.3581 4.0931 0.1 0.1 -0.1
H -7.3523 -3.7010 4.1054 0.0 0.0 0.0
H -6.1777 -5.7851 2.1832 0.0 0.0 0.0
H -7.8119 -5.7461 2.8775 -0.1 0.1 -0.1
C 4.6522 -0.7556 -3.0930 -0.2 0.3 -0.2
C 3.9651 -1.8341 -3.9021 -0.1 0.0 0.0
O 4.6634 -3.0137 -3.4837 0.0 0.0 0.0
C 5.1967 -2.7773 -2.2607 0.0 0.0 0.1
O 5.7005 -3.6090 -1.5774 0.1 0.0 0.0
O 5.0873 -1.4713 -1.9313 0.0 -0.2 -0.1
H 3.9796 0.0522 -2.8181 0.0 0.0 0.3
H 5.5297 -0.3481 -3.5977 0.0 0.0 0.0
H 2.9100 -1.9369 -3.6451 0.0 0.0 0.1
H 4.0615 -1.6981 -4.9760 0.1 -0.1 0.0
C -10.1656 -1.9837 -1.2847 0.0 0.0 0.1
C -9.2199 -3.0799 -1.7293 0.1 0.0 0.1
O -9.5344 -3.2019 -3.1238 0.0 0.0 0.1
C -10.0757 -2.0346 -3.5429 0.0 0.0 0.1
O -10.2938 -1.7566 -4.6754 0.0 0.0 -0.1
O -10.3376 -1.2261 -2.4867 0.0 0.0 0.0
H -9.7574 -1.3589 -0.4951 0.0 0.1 -0.1
H -11.1388 -2.3697 -0.9746 0.0 0.0 0.0
H -8.1746 -2.7936 -1.6212 0.0 0.0 0.0
H -9.3840 -4.0261 -1.2211 0.0 -0.1 -0.1
```
Positions in Å, forces in eV/Å.

Highest occupied orbital energy = -4.004 eV
Total charge = -1

Calculated atomic charges, method Mulliken, unit e: number 1, C, carries -1.337; number 2, C, carries -0.229; number 3, P, carries -0.002; number 4, Nb, carries -1.209; number 5, C, carries -0.370; number 6, C, carries -1.194; number 7, H, carries 0.382; number 8, H, carries 0.279; number 9, H, carries 0.343; number 10, H, carries 0.356; number 11, H, carries 0.207; number 12, H, carries 0.205; number 13, H, carries -0.024; number 14, H, carries 0.011; number 15, H, carries -0.007; number 16, H, carries 0.026; number 17, H, carries 0.275; number 18, H, carries 0.409; number 19, H, carries 0.322; number 20, H, carries 0.372; number 21, H, carries 0.249; number 22, C, carries -0.022; number 23, C, carries -0.405; number 24, O, carries -0.230; number 25, C, carries 0.394; number 26, O, carries -0.426; number 27, O, carries -0.235; number 28, H, carries 0.106; number 29, H, carries 0.226; number 30, H, carries 0.255; number 31, H, carries 0.344; number 32, C, carries -0.177; number 33, C, carries -0.044; number 34, O, carries -0.372; number 35, C, carries 0.590; number 36, O, carries -0.545; number 37, O, carries -0.349; number 38, H, carries 0.252; number 39, H, carries 0.276; number 40, H, carries 0.102; number 41, H, carries 0.268; number 42, C, carries -0.356; number 43, C, carries -0.327; number 44, O, carries -0.333; number 45, C, carries 0.622; number 46, O, carries -0.452; number 47, O, carries -0.285; number 48, H, carries 0.272; number 49, H, carries 0.258; number 50, H, carries 0.230; number 51, H, carries 0.346; number 52, C, carries -0.284; number 53, C, carries -0.241; number 54, O, carries -0.278; number 55, C, carries 0.675; number 56, O, carries -0.611; number 57, O, carries -0.338; number 58, H, carries 0.312; number 59, H, carries 0.211; number 60, H, carries 0.253; number 61, H, carries 0.267; number 62, C, carries -0.331; number 63, C, carries -0.332; number 64, O, carries -0.306; number 65, C, carries 0.640; number 66, O, carries -0.474; number 67, O, carries -0.319; number 68, H, carries 0.308; number 69, H, carries 0.257; number 70, H, carries 0.261; number 71, H, carries 0.284; number 72, C, carries -0.119; number 73, C, carries -0.348; number 74, O, carries -0.349; number 75, C, carries 0.652; number 76, O, carries -0.564; number 77, O, carries -0.271; number 78, H, carries 0.285; number 79, H, carries 0.153; number 80, H, carries 0.268; number 81, H, carries 0.301; number 82, C, carries -0.310; number 83, C, carries -0.016; number 84, O, carries -0.348; number 85, C, carries 0.608; number 86, O, carries -0.522; number 87, O, carries -0.342; number 88, H, carries 0.260; number 89, H, carries 0.267; number 90, H, carries 0.102; number 91, H, carries 0.296

(2)
Density functional theory data (ωB97M-V/def2-TZVPD) for C6H13MgO5Pb as an isolated structure.

The geometry in XYZ format:
```
26
Properties=species:S:1:pos:R:3:forces:R:3
O 1.0091 0.7213 -0.8486 -0.9 -1.0 0.7
C 2.0050 1.7073 -0.8949 0.4 0.6 -0.3
C 2.3793 2.1655 0.5088 0.0 0.6 -0.3
O 2.5487 0.9945 1.3247 -0.5 -0.9 -0.3
C 2.9821 1.2741 2.6525 0.4 0.3 0.8
Mg 1.2988 -0.4728 0.6882 0.2 1.1 -0.7
H 1.6729 2.5936 -1.4627 0.1 -0.3 0.1
H 2.9055 1.3146 -1.4006 -0.3 0.1 0.1
H 1.5812 2.7790 0.9574 0.2 -0.1 0.0
H 3.3169 2.7404 0.5066 -0.3 -0.1 0.0
H 2.9906 0.3294 3.2056 0.1 0.2 -0.1
H 3.9943 1.6989 2.6258 -0.3 -0.1 0.1
H 2.2917 1.9826 3.1321 0.2 -0.2 -0.1
O -0.8412 0.0317 0.8003 0.3 1.0 0.4
C -0.9351 1.0108 -0.0067 0.1 1.0 -0.1
O -1.7793 1.0165 -1.0135 0.5 0.2 0.1
C -2.7502 -0.0170 -1.1469 -0.5 0.5 -0.1
O -2.1567 -1.2797 -1.2560 -1.0 0.8 -1.9
C -1.5223 -1.5561 -2.5250 0.4 -0.1 -0.9
Pb -1.3345 -2.0864 0.4990 0.6 -3.0 2.6
H -0.6478 2.0118 0.3314 0.1 -0.3 -0.4
H -3.3039 0.2218 -2.0603 0.1 0.0 0.2
H -3.4100 -0.0034 -0.2722 0.1 -0.2 -0.1
H -1.1907 -2.5985 -2.4895 -0.1 0.2 -0.1
H -2.2610 -1.4298 -3.3248 0.2 -0.1 0.2
H -0.6608 -0.8878 -2.6580 -0.3 -0.1 0.0
```
Positions in Å, forces in eV/Å.

⟨S²⟩ = 0.75
Energy above the lowest of the compared OMol25 structures with the same formula, charge and spin = 6.2 kcal per mole
Highest occupied orbital energy (alpha / beta) = -14.810 / -16.781 eV
Total charge = +2
Multiplicity = 2

Calculated atomic charges, method Mulliken, unit e: number 1, O, carries -0.734; number 2, C, carries -0.556; number 3, C, carries -0.409; number 4, O, carries -0.121; number 5, C, carries -0.700; number 6, Mg, carries 1.050; number 7, H, carries 0.338; number 8, H, carries 0.360; number 9, H, carries 0.294; number 10, H, carries 0.469; number 11, H, carries 0.283; number 12, H, carries 0.298; number 13, H, carries 0.336; number 14, O, carries -0.954; number 15, C, carries 0.644; number 16, O, carries -0.273; number 17, C, carries -0.212; number 18, O, carries -0.279; number 19, C, carries -0.580; number 20, Pb, carries 0.655; number 21, H, carries 0.477; number 22, H, carries 0.354; number 23, H, carries 0.316; number 24, H, carries 0.310; number 25, H, carries 0.315; number 26, H, carries 0.318

(3)
Density functional theory data (ωB97M-V/def2-TZVPD) for C10H23BrCdN3O2 as an isolated structure.

The geometry in XYZ format:
```
40
Properties=species:S:1:pos:R:3:forces:R:3
Cd 5.9643 -0.0641 -1.8145 -1.1 0.6 0.0
Br 3.7302 1.2037 -1.7888 1.1 -0.7 0.0
C 1.1685 1.1641 1.9017 0.5 -0.1 0.8
C 0.2695 -0.0658 1.7187 0.0 0.9 0.1
C -1.1704 0.4229 1.8882 -0.4 0.1 1.4
C -2.1910 -0.6044 1.4523 0.2 -0.2 -0.5
C -1.9656 -0.8443 -0.0403 -1.1 1.0 0.5
C -0.5635 -1.3794 -0.3214 -1.2 -0.3 -1.2
N 0.4135 -0.5339 0.3473 0.2 0.0 -0.3
O 1.7250 -0.9091 0.0305 -0.2 0.1 0.2
C -0.5076 -2.8589 0.0821 0.4 -0.2 -0.6
C -0.3590 -1.2500 -1.8439 1.0 0.3 0.0
C 0.6497 -1.1056 2.7880 0.1 -0.1 -0.7
H 2.2043 0.9964 1.5977 -0.2 0.0 -0.4
H 0.7467 2.0682 1.4667 0.2 -0.1 -0.2
H 1.2710 1.3618 2.9733 -0.3 0.1 0.0
H -1.3057 0.6212 2.9608 0.1 -0.1 0.0
H -1.3177 1.4143 1.4528 0.0 -0.2 -0.5
H -2.0170 -1.5118 2.0349 -0.2 -0.1 0.0
H -3.2183 -0.2950 1.6389 0.1 0.1 0.1
H -2.1758 0.1228 -0.5242 0.7 0.1 0.0
H -2.7829 -1.4142 -0.4923 0.5 -0.8 0.2
H -0.8744 -3.0196 1.0892 0.2 -0.2 0.1
H 0.4957 -3.2608 -0.0828 0.1 0.1 0.5
H -1.1208 -3.4390 -0.6108 -0.3 0.2 0.1
H -0.4917 -0.2114 -2.1466 0.0 0.1 0.1
H -1.0389 -1.8379 -2.4547 -0.1 -0.2 0.3
H 0.6689 -1.5290 -2.1062 -0.2 -0.1 -0.1
H 0.6675 -0.6448 3.7707 -0.1 0.0 0.1
H -0.0525 -1.9353 2.7851 0.1 -0.1 0.1
H 1.6503 -1.4662 2.5434 0.0 -0.2 0.2
H 2.0342 -0.2197 -0.5793 0.0 0.0 0.0
C -0.5526 2.8080 -2.3849 -0.2 0.1 0.2
O -1.6760 3.1950 -2.1245 0.3 -0.2 -0.2
N -0.0717 2.6442 -3.6642 0.2 -0.2 0.7
N 0.3390 2.5018 -1.3637 -0.1 0.2 -0.2
H -0.6621 2.8223 -4.4527 -0.1 0.2 0.1
H 0.9018 2.4580 -3.8099 0.0 0.0 -0.2
H 1.2415 2.0806 -1.4875 -0.1 0.0 -0.2
H -0.0263 2.5147 -0.4288 -0.1 0.0 -0.1
```
Positions in Å, forces in eV/Å.

Highest occupied orbital energy = -10.965 eV
Total charge = +1

Calculated atomic charges, method Mulliken, unit e: number 1, Cd, carries 0.802; number 2, Br, carries -0.142; number 3, C, carries -1.746; number 4, C, carries 1.030; number 5, C, carries -1.138; number 6, C, carries -0.716; number 7, C, carries -1.048; number 8, C, carries 1.172; number 9, N, carries 1.437; number 10, O, carries -0.528; number 11, C, carries -1.690; number 12, C, carries -1.713; number 13, C, carries -1.620; number 14, H, carries 0.396; number 15, H, carries 0.328; number 16, H, carries 0.438; number 17, H, carries 0.421; number 18, H, carries 0.360; number 19, H, carries 0.316; number 20, H, carries 0.404; number 21, H, carries 0.256; number 22, H, carries 0.516; number 23, H, carries 0.289; number 24, H, carries 0.351; number 25, H, carries 0.460; number 26, H, carries 0.246; number 27, H, carries 0.402; number 28, H, carries 0.422; number 29, H, carries 0.477; number 30, H, carries 0.302; number 31, H, carries 0.362; number 32, H, carries 0.215; number 33, C, carries 0.593; number 34, O, carries -0.622; number 35, N, carries -0.334; number 36, N, carries -0.087; number 37, H, carries 0.217; number 38, H, carries 0.147; number 39, H, carries -0.007; number 40, H, carries 0.030

(4)
Density functional theory data (ωB97M-V/def2-TZVPD) for C4H9NO as an isolated structure.

The geometry in XYZ format:
```
15
Properties=species:S:1:pos:R:3:forces:R:3
C -1.8252 0.5294 0.9903 0.4 1.1 -0.5
N -1.4915 -0.7114 0.2997 0.6 0.7 -0.7
C -0.7711 -0.3872 -1.0011 -3.5 -1.6 0.8
C 0.4250 0.4024 -0.8168 3.3 -1.0 -1.7
C 1.5619 -0.2173 -0.1194 -1.2 0.4 4.9
O 2.4228 0.3191 0.6018 0.4 0.0 -1.4
H -2.4858 0.3573 1.8364 0.4 0.0 0.3
H -0.9249 1.1486 1.1839 -0.2 -0.5 0.9
H -2.3433 1.2553 0.3467 -0.4 -0.7 -0.3
H -0.8079 -1.2018 0.8686 -0.2 -0.1 0.1
H -0.7691 -1.3823 -1.4610 0.9 0.3 -0.3
H -1.5485 0.1537 -1.5515 0.4 0.1 -0.2
H 0.5645 1.3042 -1.3853 0.0 0.7 0.4
H 1.5702 -0.2898 -1.3285 -1.2 0.7 -1.9
H 1.2923 -1.2759 0.1196 0.3 -0.1 -0.3
```
Positions in Å, forces in eV/Å.

Energy above the lowest of the compared OMol25 structures with the same formula, charge and spin = 112.6 kcal per mole
Highest occupied orbital energy = -9.307 eV
Total charge = 0

Calculated atomic charges, method Mulliken, unit e: number 1, C, carries -0.879; number 2, N, carries -0.400; number 3, C, carries -0.878; number 4, C, carries -0.153; number 5, C, carries 0.021; number 6, O, carries -0.617; number 7, H, carries 0.327; number 8, H, carries 0.317; number 9, H, carries 0.321; number 10, H, carries 0.269; number 11, H, carries 0.333; number 12, H, carries 0.399; number 13, H, carries 0.474; number 14, H, carries 0.149; number 15, H, carries 0.317